(1)
{"formula": "C21H24N2O", "method": "wB97M-V/def2-TZVPD", "e_lumo_ev": 0.57, "gap_ev": 8.57, "largest_force_ha_per_bohr": 0.065, "e_above_lowest_ev": 3.074, "energy_ha": -999.31133, "smiles": "CN1C[C@H]2C=C(c3cncc(OCc4ccccc4)c3)C[C@H](C2)C1", "mol_weight_da": 320.436, "species": ["N", "O", "C", "C", "C", "C", "C", "C", "C", "C", "C", "C", "C", "C", "C", "N", "C", "C", "C", "C", "C", "C", "C", "C", "H", "H", "H", "H", "H", "H", "H", "H", "H", "H", "H", "H", "H", "H", "H", "H", "H", "H", "H", "H", "H", "H", "H", "H"], "positions_angstrom": [[-0.369, 4.403, -0.984], [-3.517, 3.479, 0.654], [-0.042, 0.611, -1.507], [-0.916, -0.456, -1.727], [-1.565, 4.441, -0.380], [0.101, 3.152, -1.315], [-2.721, 1.811, 5.434], [-2.833, 3.120, 4.909], [-2.911, 0.736, 4.597], [-1.843, 2.020, -0.458], [-3.290, 3.310, 3.605], [-3.301, 0.923, 3.263], [-2.341, 3.306, -0.062], [-0.597, 1.933, -1.101], [-3.503, 2.214, 2.755], [1.264, -3.009, -0.929], [-4.139, 2.457, 1.417], [1.611, -4.051, 0.064], [1.408, 0.481, -1.851], [-0.183, -2.824, -1.246], [2.080, -1.794, -0.913], [0.830, -1.538, -3.134], [-0.431, -1.760, -2.319], [1.873, -0.955, -2.187], [-1.988, -0.378, -1.632], [-1.955, 5.440, -0.096], [1.085, 3.100, -1.734], [-2.448, 1.743, 6.489], [-2.669, 3.994, 5.505], [-2.870, -0.280, 5.020], [-2.417, 1.144, -0.182], [-3.434, 4.302, 3.234], [-3.471, 0.050, 2.649], [-4.230, 1.530, 0.837], [-5.155, 2.820, 1.648], [2.644, -4.398, -0.031], [0.979, -4.942, -0.081], [1.504, -3.634, 1.069], [2.012, 0.831, -1.014], [1.629, 1.165, -2.685], [-0.538, -3.791, -1.618], [-0.668, -2.578, -0.293], [3.144, -2.116, -0.883], [1.882, -1.175, -0.009], [1.186, -2.514, -3.506], [0.650, -0.896, -4.007], [-1.190, -2.140, -3.021], [2.845, -0.878, -2.715]]}

***

(2)
{"formula": "C21H24N2O3", "method": "wB97M-V/def2-TZVPD", "e_lumo_ev": 0.76, "gap_ev": 8.95, "largest_force_ha_per_bohr": 0.012, "e_above_lowest_ev": 0.409, "energy_ha": -1149.91280, "smiles": "Cc1ccc(OCCNC(=O)[C@@H]2CC(=O)N(c3ccc(C)cc3)C2)cc1", "mol_weight_da": 352.434, "species": ["C", "C", "C", "C", "C", "C", "C", "H", "H", "O", "C", "C", "N", "C", "O", "C", "C", "C", "O", "N", "C", "C", "C", "C", "C", "C", "H", "H", "C", "H", "H", "H", "H", "H", "C", "H", "H", "H", "H", "H", "H", "H", "H", "H", "H", "H", "H", "H", "H", "H"], "positions_angstrom": [[4.906, 1.058, 0.397], [3.420, 1.253, 0.437], [2.788, 2.085, -0.473], [1.423, 2.317, -0.416], [0.664, 1.709, 0.572], [1.283, 0.852, 1.480], [2.642, 0.632, 1.409], [3.108, -0.031, 2.122], [0.677, 0.368, 2.229], [-0.681, 1.884, 0.746], [-1.397, 2.688, -0.166], [-2.861, 2.658, 0.286], [-3.292, 1.289, 0.430], [-4.068, 0.672, -0.484], [-4.650, 1.259, -1.372], [-4.136, -0.852, -0.352], [-3.991, -1.378, 1.072], [-2.484, -1.514, 1.266], [-1.910, -1.578, 2.328], [-1.911, -1.521, 0.031], [-0.530, -1.655, -0.214], [0.253, -2.455, 0.612], [1.606, -2.587, 0.370], [2.215, -1.938, -0.695], [1.428, -1.134, -1.508], [0.075, -0.988, -1.274], [-0.502, -0.344, -1.921], [1.881, -0.606, -2.335], [3.672, -2.126, -0.983], [3.811, -2.958, -1.674], [4.220, -2.352, -0.072], [4.092, -1.234, -1.440], [2.198, -3.215, 1.021], [-0.199, -2.965, 1.447], [-2.887, -1.431, -1.038], [-2.543, -0.795, -1.854], [-3.086, -2.431, -1.445], [-4.435, -0.738, 1.833], [-4.435, -2.372, 1.167], [-5.050, -1.181, -0.847], [-2.725, 0.749, 1.067], [-3.500, 3.141, -0.455], [-2.955, 3.165, 1.250], [-1.023, 3.720, -0.164], [-1.312, 2.280, -1.183], [0.972, 2.976, -1.142], [3.369, 2.572, -1.244], [5.181, 0.089, 0.806], [5.283, 1.135, -0.620], [5.397, 1.826, 0.995]]}

***

(3)
{"formula": "C21H24N2O5", "method": "wB97M-V/def2-TZVPD", "e_lumo_ev": 0.69, "gap_ev": 8.83, "largest_force_ha_per_bohr": 0.010, "e_above_lowest_ev": 2.811, "energy_ha": -1300.33923, "smiles": "COc1ccc(OCC(=O)N2CCN(C(=O)COc3ccccc3)CC2)cc1", "mol_weight_da": 384.432, "species": ["C", "H", "O", "C", "C", "C", "C", "C", "C", "H", "H", "O", "C", "C", "O", "N", "C", "H", "C", "N", "C", "O", "C", "O", "C", "C", "C", "C", "C", "C", "H", "H", "H", "H", "H", "H", "H", "C", "H", "C", "H", "H", "H", "H", "H", "H", "H", "H", "H", "H", "H", "H"], "positions_angstrom": [[1.558, -3.702, -3.466], [2.021, -3.825, -2.481], [0.907, -2.461, -3.581], [-0.136, -2.194, -2.741], [-0.756, -0.958, -2.908], [-1.819, -0.578, -2.112], [-2.279, -1.434, -1.119], [-1.663, -2.670, -0.952], [-0.605, -3.053, -1.753], [-0.156, -4.020, -1.593], [-2.031, -3.330, -0.181], [-3.307, -1.164, -0.249], [-3.880, 0.123, -0.248], [-2.911, 1.299, -0.090], [-3.104, 2.323, -0.721], [-1.865, 1.161, 0.752], [-1.591, 0.045, 1.630], [-2.459, -0.604, 1.709], [-1.220, 0.568, 3.022], [-0.083, 1.457, 2.911], [1.116, 1.044, 3.370], [1.234, 0.045, 4.057], [2.354, 1.890, 3.048], [2.479, 2.345, 1.720], [2.526, 1.431, 0.700], [2.637, 1.976, -0.580], [2.642, 1.153, -1.687], [2.535, -0.221, -1.538], [2.437, -0.760, -0.269], [2.438, 0.053, 0.854], [2.365, -0.397, 1.831], [2.356, -1.829, -0.138], [2.525, -0.859, -2.407], [2.724, 1.586, -2.672], [2.711, 3.048, -0.676], [3.225, 1.291, 3.343], [2.335, 2.797, 3.660], [-0.383, 2.605, 2.088], [0.473, 3.271, 2.014], [-0.795, 2.141, 0.689], [-1.153, 2.984, 0.097], [0.066, 1.686, 0.184], [-1.216, 3.144, 2.554], [-0.944, -0.260, 3.676], [-2.062, 1.115, 3.456], [-0.750, -0.536, 1.228], [-4.442, 0.308, -1.173], [-4.590, 0.121, 0.587], [-2.275, 0.384, -2.279], [-0.390, -0.298, -3.678], [0.872, -4.535, -3.652], [2.334, -3.700, -4.230]]}